The following is a quantum chemistry calculation of an isolated molecule of CH6N2S at a distorted geometry, from OMol25.

```
10
Properties=species:S:1:pos:R:3:forces:R:3:mulliken_charge:R:1
C 1.219 0.601 -0.046 4.940 -3.511 1.898 -0.815
N 0.368 -0.319 -0.624 -5.168 -2.156 1.421 -0.294
N -0.943 -0.563 0.336 2.698 0.559 -0.518 -0.375
S -2.294 0.338 -0.129 -1.363 -2.015 -0.514 -0.137
H 0.826 1.502 0.179 -1.434 2.794 0.730 0.350
H 1.973 0.177 0.832 -2.229 1.025 -1.175 0.234
H 1.966 0.678 -0.789 1.063 0.956 -1.053 0.346
H 0.695 -1.285 -0.610 0.314 0.500 -0.113 0.267
H -0.650 -0.309 1.306 -0.250 -0.173 -1.121 0.280
H -3.161 -0.820 -0.455 1.428 2.019 0.445 0.143
```
Forces are in eV/Å.

energy above the lowest of the compared OMol25 structures with the same formula, charge and spin = 275.6 kJ/mol
total energy = -14946.731 eV
highest occupied orbital energy = -9.15 eV
max |F| = 6.4 eV Å⁻¹
structure (SMILES) = CNNS